# 1
Computed, not measured: a structure of composition C32H38BaN6O2S2, with ωB97M-V with the def2-TZVPD basis set.

Structure (ORCA input):
```
! RIJCOSX wB97M-V def2-TZVPD def2/J DEFGRID3
* xyz 0 1
Ba -0.27785 0.05906 0.43594
C 3.21823 0.97134 -1.27069
C 2.74139 2.12439 -2.13164
C 1.36656 2.07117 -2.75176
C 0.92550 3.19416 -3.44463
C -0.35403 3.20948 -3.97018
C -1.15792 2.09777 -3.78826
C -0.62187 1.01119 -3.11802
N 0.61345 0.97795 -2.61341
N 2.67322 0.86080 0.09510
C 2.75429 2.11886 0.84289
C 1.61187 3.11274 0.64603
C 1.71965 4.38454 1.20262
C 0.66795 5.26596 1.03914
C -0.45528 4.86668 0.32938
C -0.47731 3.58927 -0.19752
N 0.54731 2.74577 -0.04906
C 3.43252 -0.19458 0.76969
C 2.89149 -0.72837 2.08462
C 3.63634 -1.68300 2.77415
C 3.11860 -2.20046 3.94537
C 1.88903 -1.74573 4.40286
C 1.23011 -0.78083 3.66576
N 1.72994 -0.28018 2.53169
H 4.31561 1.05903 -1.20106
H 3.01360 0.02218 -1.77107
H 3.47104 2.23200 -2.94113
H 2.81703 3.06205 -1.57512
H 1.57806 4.05300 -3.53724
H -0.72271 4.08395 -4.49035
H -2.18418 2.05869 -4.12242
H -1.24970 0.14811 -2.94602
H 3.69241 2.65194 0.61317
H 2.78668 1.87131 1.90448
H 2.60359 4.67099 1.75816
H 0.71602 6.25869 1.46809
H -1.30406 5.52206 0.19832
H -1.33003 3.19806 -0.74337
H 4.47708 0.11523 0.95284
H 3.49772 -1.03600 0.07798
H 4.59054 -2.01507 2.38568
H 3.66083 -2.95561 4.49982
H 1.44803 -2.12901 5.31148
H 0.26931 -0.37939 3.96422
C -0.19525 -2.64393 -2.73228
C -1.30123 -3.27820 -1.88972
N -1.65675 -2.50936 -0.71321
C -2.01996 -3.30539 0.43406
C -0.84481 -4.10944 1.01998
S 0.80200 -3.33928 1.00339
C 1.55154 -4.02130 -0.49978
C 1.94214 -3.01476 -1.58170
N 0.89992 -2.09388 -1.95352
H 0.15551 -3.39068 -3.46482
H -0.62055 -1.83919 -3.32676
H -2.16204 -3.46308 -2.55101
H -0.98922 -4.26990 -1.55943
H -2.33182 -1.76485 -0.89668
H -2.40270 -2.62371 1.19334
H -2.81867 -4.03645 0.22140
H -1.06029 -4.32673 2.06681
H -0.73531 -5.08132 0.53513
H 2.45335 -4.57211 -0.22170
H 0.86941 -4.76757 -0.90326
H 2.79991 -2.43531 -1.23352
H 2.31244 -3.60689 -2.43885
H 1.24565 -1.24292 -2.37553
O -1.68690 1.45997 1.94751
C -2.42529 0.44642 2.05015
O -1.90457 -0.68940 2.24299
C -3.87947 0.54360 1.69739
C -4.81001 0.57471 2.72855
C -6.16658 0.66338 2.45096
C -6.57454 0.71112 1.12623
C -5.64564 0.66998 0.09864
C -4.27779 0.58564 0.35155
S -3.12488 0.52847 -1.01605
H -4.45542 0.52881 3.75137
H -6.89798 0.69320 3.24814
H -7.62791 0.77844 0.88224
H -5.98632 0.70169 -0.92853
*
```

Summary:
strongest force on any atom	1.9	eV Å⁻¹
M	740.16	g/mol
HOMO-LUMO gap	6.4	eV
relative energy (zero: lowest compared OMol25 entry of this formula, charge and spin)	0.112	eV
lowest unoccupied orbital energy	0.005	hartree


# 2
Computed, not measured: a structure of composition C13H10CdF5N, with ωB97M-V with the def2-TZVPD basis set.

Structure (ORCA input):
```
! RIJCOSX wB97M-V def2-TZVPD def2/J DEFGRID3
* xyz -2 1
C -0.87199 1.20602 -2.17029
C 0.51314 1.02827 -2.47183
C 1.27891 1.78834 -1.52733
C 0.35014 2.44250 -0.63870
C -0.97730 2.07099 -1.04082
Cd 0.39374 0.08491 0.24547
N -1.36855 -1.37150 0.06574
C -0.51219 -2.54671 -0.09547
C 0.75167 -1.96453 -0.68976
H 2.35171 1.96952 -1.56656
H 0.91782 0.48353 -3.32402
H 0.60401 3.24792 0.05401
H -1.89890 2.48585 -0.63807
H -1.70007 0.81369 -2.75212
H 0.71789 -1.85394 -1.78090
H -0.97908 -3.31338 -0.74195
H -1.95528 -1.54655 0.87942
H 1.70257 -2.34505 -0.31499
H -0.17259 -3.00704 0.86559
F 2.07984 -1.44519 2.52334
C 1.42671 -0.40079 3.11982
C 0.64548 0.45276 2.37585
C -0.05390 1.44929 3.03023
F -0.92866 2.24181 2.34824
C 0.11706 1.67224 4.39867
F -0.49473 2.71087 5.00218
C 0.94867 0.83736 5.13687
F 1.13429 1.04762 6.45455
C 1.58545 -0.23086 4.50359
F 2.34533 -1.08614 5.21316
*
```

Summary:
strongest force on any atom	1.6	eV Å⁻¹
M	387.63	g/mol
HOMO-LUMO gap	4.0	eV
relative energy (zero: lowest compared OMol25 entry of this formula, charge and spin)	0.000	eV
lowest unoccupied orbital energy	0.190	hartree


# 3
Computed, not measured: the molecule C4H9NO, with ωB97M-V with the def2-TZVPD basis set.

Structure (ORCA input):
```
! RIJCOSX wB97M-V def2-TZVPD def2/J DEFGRID3
* xyz 0 1
C -1.46801 0.09619 0.95643
C -0.29299 -0.40000 0.12317
C -0.59552 -0.50412 -1.36204
N 0.74608 0.62219 0.20541
C 2.10672 0.24922 0.10035
O 2.53282 -0.40346 1.01523
H -2.34337 -0.54308 0.82480
H -1.73102 1.11710 0.65438
H -1.21595 0.10948 2.02490
H 0.01883 -1.39147 0.50546
H 0.33559 -0.73407 -1.89612
H -0.95714 0.46453 -1.72450
H -1.33039 -1.27990 -1.57997
H 0.76290 1.06828 1.12013
H 2.73781 0.91015 -0.53104
*
```

Summary:
strongest force on any atom	2.3	eV Å⁻¹
M	87.12	g/mol
HOMO-LUMO gap	10.1	eV
relative energy (zero: lowest compared OMol25 entry of this formula, charge and spin)	1.675	eV
SMILES string	CC(C)NC=O
lowest unoccupied orbital energy	0.026	hartree


# 4
Computed, not measured: the molecule C5H10O, with ωB97M-V with the def2-TZVPD basis set.

Structure (ORCA input):
```
! RIJCOSX wB97M-V def2-TZVPD def2/J DEFGRID3
* xyz 0 1
C -1.11532 -0.47201 2.15474
C -1.25669 0.00036 0.70878
C -0.01679 -0.37164 -0.09149
O 0.70977 -1.26547 0.29144
C 0.30971 0.36850 -1.38231
C 1.82093 0.42891 -1.59646
H -2.01516 -0.26625 2.74007
H -0.90312 -1.54520 2.18540
H -0.27538 0.03493 2.64132
H -1.44264 1.08005 0.63619
H -2.12243 -0.47633 0.22437
H -0.14512 1.36590 -1.39340
H -0.16052 -0.19544 -2.20077
H 2.24425 -0.57129 -1.47972
H 2.07497 0.80996 -2.58961
H 2.29354 1.07502 -0.84858
*
```

Summary:
strongest force on any atom	0.4	eV Å⁻¹
M	86.13	g/mol
HOMO-LUMO gap	10.5	eV
relative energy (zero: lowest compared OMol25 entry of this formula, charge and spin)	0.086	eV
SMILES string	CCC(=O)CC
lowest unoccupied orbital energy	0.035	hartree


# 5
Computed, not measured: a cluster of 2 separate species, C3H8O2 in total, with ωB97M-V with the def2-TZVPD basis set.

Structure (ORCA input):
```
! RIJCOSX wB97M-V def2-TZVPD def2/J DEFGRID3
* xyz 0 1
O 0.96842 -5.05308 2.76735
C 0.69021 -5.09187 1.61035
H -0.19953 -5.63172 1.16889
H 1.35828 -4.60959 0.84968
C -0.06231 2.93563 -1.62805
O 0.29420 3.45813 -0.38322
C -1.58281 2.98203 -1.85656
H 0.41745 3.52434 -2.44442
H 0.34687 1.92312 -1.70629
H -0.45190 3.64131 0.16990
H -1.79993 3.89733 -2.41261
H -2.10543 2.30277 -2.54007
H -2.21293 2.90920 -0.95416
*
```

Summary:
strongest force on any atom	1.4	eV Å⁻¹
M	76.09	g/mol
HOMO-LUMO gap	11.2	eV
relative energy (zero: lowest compared OMol25 entry of this formula, charge and spin)	2.053	eV
SMILES string	C=O.CCO
lowest unoccupied orbital energy	0.035	hartree


# 6
Computed, not measured: a structure of composition C19H16NO4P, with ωB97M-V with the def2-TZVPD basis set.

Structure (ORCA input):
```
! RIJCOSX wB97M-V def2-TZVPD def2/J DEFGRID3
* xyz 0 1
O -3.34116 -0.41007 -4.50231
N -3.64415 0.44912 -3.77052
O -4.48294 1.20576 -3.91840
C -2.79413 0.43413 -2.49280
C -1.72462 -0.34774 -2.36871
C -1.03669 -0.54626 -1.03004
C -1.34961 0.36611 0.09887
C -2.20664 1.28242 -0.35843
C -2.93571 1.31421 -1.48619
H -3.85433 2.08536 -1.60662
H -2.42885 1.75173 0.52001
P -0.23852 0.31806 1.43453
O -1.15225 1.32578 2.45499
C 1.18895 1.04125 1.09188
C 1.99812 0.84182 -0.12465
C 3.13796 1.29084 -0.15562
C 3.64183 2.33709 0.66839
C 3.01440 2.58849 1.83747
C 1.75007 1.97569 1.86685
O 1.13185 2.35973 3.22848
H 0.35601 2.11998 3.14370
H 3.47696 3.11356 2.60508
H 4.69789 2.48633 0.42131
H 3.65034 0.91394 -1.04496
H 1.64854 0.01415 -0.96747
C -0.16368 -1.37605 1.96823
C 0.91677 -1.95285 1.36797
C 0.64914 -3.28435 0.33357
C 1.61479 -3.83672 -0.11101
C 2.87964 -3.48428 -0.00830
C 3.32781 -2.58587 0.77292
C 2.39084 -1.75748 1.47032
H 2.52921 -1.09530 2.22732
H 4.33206 -2.12233 1.06084
H 3.74294 -3.96722 -0.54216
H 1.33915 -4.81546 -1.00168
H -0.32132 -3.36074 0.13539
H -0.01236 -1.35120 3.27931
H -1.07069 -1.90729 1.98540
H -0.21508 -1.51764 -0.89936
H -1.75724 -1.24741 -3.00986
*
```

Summary:
strongest force on any atom	14.6	eV Å⁻¹
M	353.31	g/mol
HOMO-LUMO gap	8.4	eV
lowest unoccupied orbital energy	-0.021	hartree